No. 1
The following is a DFT calculation (wB97M-V/def2-TZVPD) of an isolated molecule of C4H8O2 at a distorted geometry.

XYZ file:
```
14
C4H8O2 | OMol25 | wB97M-V/def2-TZVPD
H 2.4235 -0.7226 -1.4862
O -1.1107 -0.7492 -1.7869
C -0.0610 0.7513 1.5136
C 1.4959 -0.8531 -0.9094
H -0.3343 -1.2792 0.6719
H -1.0788 0.8974 1.8755
H -1.9684 0.3473 -0.3300
C -0.0770 -0.2554 0.4179
H 0.5764 0.3937 2.3194
H -0.6436 1.1843 -1.1488
O 1.6157 -0.5006 0.3179
C -0.9684 0.1942 -0.7825
H 0.3228 1.7107 1.1476
H -0.1920 -1.1190 -1.8199
```

Output
- relative energy (zero: lowest compared OMol25 entry of this formula, charge and spin) (kJ/mol) = 502.9
- multiplicity = 1
- total energy (eV) = -8368.070
- gap between HOMO and LUMO (eV) = 8.91


No. 2
The following is a DFT calculation (wB97M-V/def2-TZVPD) of the ion H2N5O with charge +1 at a distorted geometry.

XYZ file:
```
8
H2N5O | OMol25 | wB97M-V/def2-TZVPD
O -1.0595 -0.7554 -1.8096
N -0.3376 -0.5099 -0.9168
N -0.5698 0.5387 0.0598
N 1.2866 -0.4603 0.4798
N 0.4845 0.3745 0.9297
H 0.9048 1.0104 1.5877
H -1.5437 0.7931 0.2321
N 0.8348 -0.9910 -0.5627
```

Output
- relative energy (zero: lowest compared OMol25 entry of this formula, charge and spin) (kJ/mol) = 246.8
- multiplicity = 1
- total energy (eV) = -9516.511
- gap between HOMO and LUMO (eV) = 10.04
- total charge = +1
- SMILES = O=[n+]1nn[nH][nH]1


No. 3
The following is a DFT calculation (wB97M-V/def2-TZVPD) of a structure of composition C9H22N2NiO5 at a distorted geometry.

XYZ file:
```
39
C9H22N2NiO5 | OMol25 | wB97M-V/def2-TZVPD
H 2.2718 2.2220 2.8663
H -0.8705 -0.7677 -3.5526
H 0.6879 1.0209 -1.6031
H 1.8672 0.5139 0.7976
C 0.3555 0.7784 -2.6125
H 2.1998 0.7022 3.6160
H -1.9361 0.4690 -1.6816
C 0.5539 0.9684 2.2009
C -0.4047 -0.5014 -2.6038
O -1.1339 1.4864 0.5183
H -1.1343 3.0160 -0.9956
H -0.2963 1.5831 -2.9527
O -2.6068 -1.4595 1.0718
H -0.8012 2.6195 2.2392
H 2.3672 -2.4432 0.2628
H -0.1610 0.3889 2.7849
C 1.5520 1.4977 3.2476
C 1.6952 -2.7385 -0.5431
O -1.4780 -2.8337 0.6004
O -1.0312 -1.9414 2.2300
N -1.4714 -0.4246 -1.6070
C -1.8128 2.5171 -0.3037
N 1.1353 0.0140 1.2818
H -2.2830 3.2245 0.3795
H -0.1150 -2.6563 -2.3795
H 1.1948 0.7249 -3.3060
Ni -0.6820 -0.8944 0.3613
H -2.5351 2.0619 -0.9813
O 0.8284 -1.5939 -0.9053
C -0.2248 2.0811 1.4869
H 1.6259 -0.6601 1.8518
C 0.4198 -1.7110 -2.2868
H -2.2800 -1.0210 -1.7098
H 2.4261 -3.1084 -1.2621
H 1.1796 1.9173 4.1822
H 1.1638 -3.6430 -0.2471
H 0.4512 2.7276 0.9274
C -1.9815 -2.3953 1.6022
H 1.2644 -1.7415 -2.9752
```

Output
- <S²> = 3.763
- relative energy (zero: lowest compared OMol25 entry of this formula, charge and spin) (kJ/mol) = 60.5
- multiplicity = 4
- total energy (eV) = -63938.039
- gap between HOMO and LUMO (spin up / spin down) (eV) = 9.12 / 8.46
- total charge = +1


No. 4
The following is a DFT calculation (wB97M-V/def2-TZVPD) of a structure of composition C29H26BIN8O2PbS3 at a distorted geometry.

XYZ file:
```
71
C29H26BIN8O2PbS3 | OMol25 | wB97M-V/def2-TZVPD
C -2.5006 -3.3501 -4.0379
N -1.1932 -2.9537 -3.8980
H 4.2443 -2.2005 -3.5051
H -2.9874 0.4641 -2.7106
H -1.1033 -2.9707 4.4649
H 0.1209 -4.4506 -5.0177
H -4.1705 0.5465 1.8030
C 3.0100 2.8932 -1.7866
H -2.7581 -4.3883 -4.1058
H -4.3514 -2.1350 -4.0649
H -3.8118 0.3130 -4.3014
C 1.6064 -1.0538 2.5949
C 2.2612 2.1112 -0.9109
H -5.1618 1.8848 -0.0424
C 0.3034 2.8174 -1.8647
C 1.0198 -2.6441 4.2770
C -1.9412 2.8347 1.6346
N -2.5529 1.7781 2.0828
C 4.2974 1.2650 0.3331
H 3.1550 -1.2690 -0.5398
C -3.5699 3.3208 0.0100
N 0.3240 -0.8704 2.2840
C 3.4901 -2.2716 -0.8107
N -2.4445 -1.1760 -3.8858
C 1.9964 -1.9491 3.5869
C 3.9740 -0.2944 2.0981
H -0.4781 -4.9676 -3.1694
C 2.6103 -0.2441 1.8308
C 6.3687 0.4413 1.5771
C -3.5909 1.3235 1.3297
C 4.8418 0.4693 1.3314
N 0.9298 2.0797 -0.9577
N 1.2615 -3.5213 -3.3177
H 2.2728 -3.1929 -5.1645
C 3.2863 -2.6330 -3.2911
H 1.3016 -3.3490 5.0495
C -4.2297 2.1919 0.4095
C 0.9658 3.6358 -2.7654
S 0.6113 -3.5612 -0.6447
H 2.9114 4.2784 -3.4170
C -0.3106 -2.4394 3.9587
C 2.9211 1.2691 0.1393
H -1.7594 4.5117 0.2882
C 2.3198 -3.1219 -4.0963
C -0.6083 -1.5449 2.9422
H 4.0870 2.8921 -1.7382
H 0.4062 4.2163 -3.4859
Pb -0.2393 -0.5595 -0.4672
O 6.7343 -0.2406 2.5494
C -3.2858 -2.2509 -4.0236
C -2.8671 0.2048 -3.7675
H -0.7749 2.7362 -1.8656
H -2.1069 0.8418 -4.2196
N 2.8100 -2.7396 -2.0025
C 2.3478 3.6668 -2.7224
H 4.4080 -0.8945 2.8825
S 0.1763 -0.5680 -3.5938
H 4.9866 1.8502 -0.2570
C -1.1660 -1.6165 -3.7875
I -0.2053 3.4325 2.7162
O 7.0499 1.0382 0.7251
B -0.0687 -4.0758 -3.8700
S -2.7633 -0.4938 -0.1768
H 3.0411 -2.1020 3.8045
H 3.2677 -2.9460 0.0133
N 2.1034 0.5256 0.8764
C 1.5694 -3.2837 -2.0244
C -2.3291 3.6410 0.5759
H 4.5603 -2.2527 -1.0051
H -3.9992 3.9664 -0.7486
H -1.6220 -1.3710 2.6009
```

Output
- relative energy (zero: lowest compared OMol25 entry of this formula, charge and spin) (kJ/mol) = 22.0
- multiplicity = 1
- total energy (eV) = -93047.020
- gap between HOMO and LUMO (eV) = 5.62
- total charge = -2


No. 5
The following is a DFT calculation (wB97M-V/def2-TZVPD) of a structure of composition C47H55AsBaN5O3P at a distorted geometry.

XYZ file:
```
113
C47H55AsBaN5O3P | OMol25 | wB97M-V/def2-TZVPD
H -4.4865 -6.0485 1.6460
C 2.1468 -4.1158 0.3126
H -2.1920 -0.8831 -3.7287
C 5.6150 3.6873 -7.3787
H 3.4583 -0.0287 3.5334
H -3.2906 0.3053 -4.4990
H 1.2504 -6.0618 -0.0021
C 3.3012 -4.5652 0.9993
H -1.2475 4.6942 0.7291
H 1.9610 0.2889 4.4319
H 1.7752 2.4340 -1.2148
C -3.8115 -1.5568 2.0385
H -2.3521 -5.0983 2.5664
As -3.4602 0.4950 -2.0406
C -0.5125 1.1934 3.6196
H 1.9032 -0.6195 2.9353
H -0.1630 5.4667 2.7144
C 3.2693 1.8567 -5.5360
H -4.0695 2.7416 -2.9416
H 6.1076 4.4344 -6.7677
C 0.0003 -3.0956 -1.0379
C 0.0949 -4.5038 -0.8809
H -5.4578 -0.2196 1.6624
C -1.0547 3.6413 0.9616
H -4.2346 -1.5538 -0.8102
H 4.8474 -1.5895 1.4799
C -1.4189 0.0882 3.5090
C 4.6404 2.8549 -6.8266
H 6.6751 4.1540 -9.1701
H -0.9395 3.1070 0.0158
H -0.6647 -5.1414 -1.3137
H 2.4267 2.7952 4.4524
H 2.7813 3.6434 2.9392
N 1.0769 0.6903 -2.0664
C 4.0863 -2.2899 1.1550
H 0.8452 4.4574 3.7509
O -2.4469 1.1389 -0.8579
H 3.0714 3.1555 -3.2177
C -2.4441 -1.7112 2.3210
N -1.5703 -0.6047 2.3404
C -4.3883 -0.1700 1.8827
H 3.8179 0.9645 -9.5728
H -1.5142 2.9238 7.5323
H -0.7766 1.4643 8.1785
C 5.2757 2.5483 -9.4992
C 2.4875 1.4345 -4.3506
C 1.1476 -4.9959 -0.1790
P 0.4509 1.6871 2.1498
Ba -0.8557 -0.1455 -0.0944
C -2.1240 -0.2474 4.6997
C 2.9760 -1.8343 0.5090
C -0.0109 4.4433 3.0764
H -2.8331 -1.0676 4.6642
C 1.9790 -2.7425 0.0839
H -5.5521 -0.3687 -1.0780
N 3.1359 1.2567 -6.7581
H -2.4762 0.0898 6.7684
H 3.4223 -5.6267 1.1831
C -0.9880 1.4478 6.0222
C 1.0680 -0.0774 -3.1641
H -1.7667 0.8668 -3.7742
C -2.5723 0.1379 -3.6955
C -4.6537 1.9160 -2.5409
H -4.9838 -1.4023 -2.4203
C -0.4701 -3.1635 2.8755
H -5.3715 1.5729 -3.2866
C -1.9263 -3.0008 2.5222
C 2.3960 0.2178 3.4309
H -0.8924 4.1649 3.6581
H 1.7224 -0.4236 -5.1613
H -5.6806 -2.5568 1.7136
C 1.7837 1.8264 -2.1151
H -5.1796 2.2470 -1.6473
C -5.0202 -5.1795 2.0365
H 0.2159 2.6587 7.3463
C 4.0171 1.8939 -7.6161
C -4.1198 -3.9706 2.1130
H -5.8800 -4.9932 1.3901
C 4.3119 1.7153 -8.9681
H 0.1803 -2.7207 2.1194
N 0.8693 -2.2386 -0.5554
C -0.3177 1.8032 4.8681
O -1.9197 -1.6795 -1.2778
H 2.4969 0.5200 -6.9954
C 4.2496 -3.6738 1.4123
H -0.2078 -4.2191 2.9810
C 2.8660 2.6868 3.4583
C 2.5017 2.2355 -3.2217
H 2.7584 1.4626 1.7232
H -3.8918 0.4084 1.0972
C 1.7555 0.2593 -4.3198
C 0.1678 3.5052 1.8824
H 2.8299 -0.7802 0.3061
H -0.2329 -2.6490 3.8116
H 3.9334 2.4859 3.6014
H 5.5425 2.4493 -10.5436
C 2.2262 1.5429 2.6799
C 5.9228 3.5239 -8.7133
C -4.6225 -2.6863 1.9339
C -1.1408 -2.5182 -1.8807
H -5.4071 -5.4531 3.0221
O -1.1800 -2.8582 -3.0558
N 4.1467 2.8129 -5.5227
C -0.7564 2.1592 7.3353
H 0.5148 -1.0120 -3.1216
H -4.2552 0.4084 2.8016
H 0.4100 2.6056 4.9436
H -1.9522 3.2413 1.4467
C -1.9111 0.4062 5.8944
H 1.0589 3.8178 1.3224
H 5.1326 -4.0220 1.9336
C -4.6908 -0.8678 -1.5149
C -2.7663 -4.1038 2.4098
```

Output
- relative energy (zero: lowest compared OMol25 entry of this formula, charge and spin) (kJ/mol) = 182.6
- multiplicity = 1
- total energy (eV) = -134049.522
- gap between HOMO and LUMO (eV) = 5.69


Repeat the third record exactly.
The following is a DFT calculation (wB97M-V/def2-TZVPD) of a structure of composition C9H22N2NiO5 at a distorted geometry.

XYZ file:
```
39
C9H22N2NiO5 | OMol25 | wB97M-V/def2-TZVPD
H 2.2718 2.2220 2.8663
H -0.8705 -0.7677 -3.5526
H 0.6879 1.0209 -1.6031
H 1.8672 0.5139 0.7976
C 0.3555 0.7784 -2.6125
H 2.1998 0.7022 3.6160
H -1.9361 0.4690 -1.6816
C 0.5539 0.9684 2.2009
C -0.4047 -0.5014 -2.6038
O -1.1339 1.4864 0.5183
H -1.1343 3.0160 -0.9956
H -0.2963 1.5831 -2.9527
O -2.6068 -1.4595 1.0718
H -0.8012 2.6195 2.2392
H 2.3672 -2.4432 0.2628
H -0.1610 0.3889 2.7849
C 1.5520 1.4977 3.2476
C 1.6952 -2.7385 -0.5431
O -1.4780 -2.8337 0.6004
O -1.0312 -1.9414 2.2300
N -1.4714 -0.4246 -1.6070
C -1.8128 2.5171 -0.3037
N 1.1353 0.0140 1.2818
H -2.2830 3.2245 0.3795
H -0.1150 -2.6563 -2.3795
H 1.1948 0.7249 -3.3060
Ni -0.6820 -0.8944 0.3613
H -2.5351 2.0619 -0.9813
O 0.8284 -1.5939 -0.9053
C -0.2248 2.0811 1.4869
H 1.6259 -0.6601 1.8518
C 0.4198 -1.7110 -2.2868
H -2.2800 -1.0210 -1.7098
H 2.4261 -3.1084 -1.2621
H 1.1796 1.9173 4.1822
H 1.1638 -3.6430 -0.2471
H 0.4512 2.7276 0.9274
C -1.9815 -2.3953 1.6022
H 1.2644 -1.7415 -2.9752
```

Output
- <S²> = 3.763
- relative energy (zero: lowest compared OMol25 entry of this formula, charge and spin) (kJ/mol) = 60.5
- multiplicity = 4
- total energy (eV) = -63938.039
- gap between HOMO and LUMO (spin up / spin down) (eV) = 9.12 / 8.46
- total charge = +1